(A)
18
Properties=species:S:1:pos:R:3 method="wB97M-V/def2-TZVPD" gap_ha=0.35820 mol_weight_g_mol=112.2 charge=+1
C 2.82718 0.30417 -0.09118
C -0.93718 1.05607 0.13141
C 4.21260 0.12700 0.03491
C -3.47715 0.39785 0.18843
C -1.37008 -1.11281 -0.30036
C -2.01358 0.49622 -0.04151
N 1.70487 0.44804 -0.25747
O -0.27452 -1.42026 0.48220
H 4.62875 -0.66763 -0.43118
H 4.33957 0.22268 1.08932
H 4.67119 1.17440 -0.35989
H -3.86011 1.40402 0.21732
H -3.92609 -0.26285 -0.58823
H -3.60464 -0.03867 1.19062
H -2.32038 -1.61013 -0.06842
H -1.09636 -1.20637 -1.34434
H -0.08482 1.59800 -0.16942
H 0.58075 -0.90975 0.31779



(B)
18
Properties=species:S:1:pos:R:3 method="wB97M-V/def2-TZVPD" gap_ha=0.32795 mol_weight_g_mol=112.2 charge=+1
C -0.89947 0.20394 0.14741
C -0.34699 -1.05492 0.96358
C 1.12092 -1.04262 0.66725
C 1.14938 -0.33236 -0.69297
C -2.19027 -0.15688 0.51324
C 0.43839 1.83422 -1.62898
N 0.09050 0.63148 -0.62160
O -3.05885 -0.31592 1.38525
H -0.69127 -0.94632 2.13560
H -0.88112 -1.92510 0.55736
H 1.74128 -0.38597 1.45921
H 1.73694 -2.02910 0.80908
H 2.21437 0.13411 -0.89933
H 0.86912 -1.08109 -1.52986
H 1.48235 1.91116 -1.54172
H -0.05920 2.78347 -1.25912
H 0.13819 1.65244 -2.67505
H -2.85425 0.11946 2.21064



Result of the stability comparison: (B) is the least stable of them.



(A)
21
Properties=species:S:1:pos:R:3 method="wB97M-V/def2-TZVPD" gap_ha=0.29861 mol_weight_g_mol=123.2 charge=0
C -0.17338 -1.28467 -1.40546
C -0.04385 0.06020 -0.91427
N 0.71997 0.21750 0.28494
C 1.93713 -0.56656 0.50618
C 0.92856 1.62731 0.61231
O -0.66627 1.00961 -1.34333
H -0.63698 -1.35872 -2.38281
H 0.43942 -2.10600 -1.06945
H 1.36751 -0.28986 -2.18825
H 2.12886 -0.42030 1.56803
H 1.67340 -1.61056 0.36220
H 2.79893 -0.30322 -0.11195
H 1.66905 2.12219 -0.03893
H 1.28826 1.69727 1.63382
H 0.03606 2.17589 0.33004
H -3.40067 0.61919 0.13086
H -3.05382 0.41574 -1.29620
O -3.77675 0.23035 -0.67208
H -0.60580 -0.47104 1.40246
H -1.21310 -1.19393 2.64812
O -1.41654 -0.57038 1.94377



(B)
21
Properties=species:S:1:pos:R:3 method="wB97M-V/def2-TZVPD" gap_ha=0.25688 mol_weight_g_mol=123.2 charge=0
C 2.01067 -0.40676 2.10515
C 1.83689 -0.45673 0.60487
C 2.62634 -0.80963 -0.49684
C 0.19511 -0.85381 -1.29419
N 0.74695 -0.87118 -0.00896
H 2.31836 -1.35856 2.43556
H 1.08312 -0.08999 2.67807
H 2.91223 0.18342 2.30024
H 3.34681 -1.65410 -0.59824
H 2.61581 -0.34467 -1.48013
H -0.82181 -1.16140 -1.36222
H 0.66105 -1.57771 -2.00679
H -1.50974 0.80626 1.01216
H -1.14739 -0.65566 1.17309
O -1.46377 0.04279 1.67512
H -4.14714 1.50095 -1.59953
H -2.67571 1.24676 -1.16460
O -3.61859 0.97550 -1.06121
H -0.98958 2.29182 -1.70471
H -0.29757 0.73076 -1.41489
O -0.74152 1.64946 -1.07881



(C)
21
Properties=species:S:1:pos:R:3 method="wB97M-V/def2-TZVPD" gap_ha=0.38067 smiles="CC[C@H](N)C=O.O.O" mol_weight_g_mol=123.2 charge=0
O -1.91757 1.45541 -0.78074
C -1.52539 0.33847 -0.44107
C -0.04021 0.06769 -0.33885
C 0.67597 -0.63107 -1.53935
C -0.28610 -1.16867 -2.58876
N -0.03449 -0.85584 0.80607
H -2.12665 -0.42631 -0.06353
H 0.52445 1.10443 -0.21266
H 1.43286 -1.35048 -1.27186
H 1.24826 0.14269 -2.08389
H -0.64707 -2.12290 -2.31864
H -1.26263 -0.58275 -2.69100
H 0.35739 -0.88560 -3.57731
H 0.72296 -0.64868 1.57170
H 0.18274 -1.94859 0.48959
H -0.28095 3.45385 1.04748
H 1.06426 3.70454 1.88086
O 0.12896 3.37522 1.88069
H 0.13750 -0.58404 3.02296
H 0.82300 -1.69453 3.40298
O 0.82269 -0.74287 3.80534



(D)
21
Properties=species:S:1:pos:R:3 method="wB97M-V/def2-TZVPD" gap_ha=0.15580 mol_weight_g_mol=123.2 charge=0
O -0.67486 0.90084 1.81508
C -1.08974 1.87934 1.10982
C -1.12336 1.80613 -0.21644
C -0.14607 0.86622 -0.90381
C 1.35593 0.86027 -0.58466
N 2.11495 -0.19969 -1.23766
H -2.60791 -1.12639 1.40799
H -2.44905 -1.07619 0.67467
H -1.98226 1.86450 -0.87420
H -0.28283 1.07841 -1.97988
H -0.44121 -0.23236 -0.81300
H 1.67981 1.90349 -0.72719
H 1.44647 0.61018 0.47392
H 2.26094 0.05727 -2.20948
H 1.52710 -1.03699 -1.22709
H -0.37591 1.23393 2.68538
H 0.45440 -1.85568 0.60577
O 0.74495 -1.37080 1.54788
H 0.03536 -0.73821 1.62674
H -0.31143 -3.18364 -0.59661
O -0.13528 -2.24062 -0.57723



Result of the stability comparison: (D) is the least stable of them.



(A)
21
Properties=species:S:1:pos:R:3 method="wB97M-V/def2-TZVPD" gap_ha=0.37464 smiles="CCN(C)C=O.O.O" mol_weight_g_mol=123.2 charge=0
C -0.87992 -0.88870 1.71397
N 0.25027 -0.18982 1.49173
C 0.29117 1.24884 1.42518
C 0.21612 1.78292 -0.01469
C 1.38250 -0.93822 0.97224
O -1.17542 -1.98001 1.26008
H -1.64976 -0.35700 2.27143
H -0.53771 1.61689 2.02862
H 1.22063 1.60260 1.86876
H 0.98674 2.54695 -0.09901
H -0.73802 2.30143 -0.15439
H 0.20773 1.02626 -0.77996
H 1.30133 -2.00113 1.19755
H 2.28998 -0.53904 1.42295
H 1.45270 -0.92701 -0.11682
H 1.59564 -0.48641 -3.21173
H 0.44899 -1.43249 -2.83643
O 1.14211 -1.28867 -3.49147
H -3.10937 0.21295 -1.60497
H -2.22999 -0.95106 -1.30651
O -2.46574 -0.35929 -2.03652



(B)
21
Properties=species:S:1:pos:R:3 method="wB97M-V/def2-TZVPD" gap_ha=0.35776 smiles="CCNCC=O.O.O" mol_weight_g_mol=123.2 charge=0
C -0.05807 2.19970 0.82882
C -1.04806 1.64585 -0.16110
N -1.29254 0.24039 -0.44696
C -1.41209 -0.45887 0.90291
C -1.33571 -1.95223 0.77751
O -0.25616 -2.53622 0.58406
H -0.13509 3.35398 0.67604
H 1.00719 1.90040 0.77483
H -0.38803 1.96351 1.80697
H -0.78507 2.12994 -1.10829
H -2.04564 2.03619 0.11701
H -0.59443 -0.14459 -1.03595
H -0.75797 -0.16751 1.70386
H -2.34185 -0.11614 1.16437
H -2.31354 -2.43679 0.84408
H 3.01942 -0.49444 -1.93091
H 2.17720 -1.10817 -2.91968
O 2.45924 -0.31220 -2.66346
H 1.26602 -1.97438 -0.08074
H 2.72203 -1.99769 0.46039
O 2.11315 -1.77072 -0.29375



Result of the stability comparison: (B) is the least stable of them.



(A)
11
Properties=species:S:1:pos:R:3 method="wB97M-V/def2-TZVPD" gap_ha="0.30191 / 0.30502" s_squared=2.01 mol_weight_g_mol=139.0 multiplicity=3 charge=0
C 1.94696 -0.94499 0.30836
C -1.20958 -0.11617 0.56467
C -0.99397 0.31081 -0.91120
C 0.02750 0.60574 0.08519
O 1.95803 -2.04515 0.62194
Cl 3.40433 -0.06908 -0.05416
Cl 0.66639 2.11904 0.47565
H -1.92394 0.54179 1.05043
H -1.23061 -1.21350 0.69203
H -1.05650 -0.38077 -1.77603
H -1.58861 1.19228 -1.05688



(B)
11
Properties=species:S:1:pos:R:3 method="wB97M-V/def2-TZVPD" gap_ha="0.23439 / 0.29204" s_squared=2.01 mol_weight_g_mol=139.0 multiplicity=3 charge=0
C 1.61691 0.50368 0.40452
C 2.80123 0.07040 0.14888
C -0.85144 -0.03652 -0.17330
C 0.44957 -0.45298 0.47783
O -0.60234 0.03143 1.19152
Cl 4.07502 1.22246 -0.02501
Cl 3.22485 -1.63781 -0.00209
H 1.38003 1.48564 0.11432
H -0.71501 0.93344 -0.65068
H -1.62297 -0.80743 -0.57174
H 0.69988 -1.48883 0.43963



Result of the stability comparison: (B) is the least stable of them.



(A)
24
Properties=species:S:1:pos:R:3 method="wB97M-V/def2-TZVPD" gap_ha=0.11403 mol_weight_g_mol=126.2 charge=+1
C 2.62199 -0.73518 1.14506
C 1.60404 -1.38940 0.17220
C 1.23376 -0.92472 -1.24415
C 0.70551 0.66541 -1.20694
O -0.16008 1.00655 -0.30575
N -4.60151 0.49964 -0.03750
H 2.12027 0.17370 1.45477
H 3.60949 -0.52944 0.74063
H 2.70356 -1.41739 1.99121
H 1.93671 -2.40607 -0.11936
H 2.06514 -1.08917 -1.92703
H 0.38582 -1.54680 -1.54171
H 1.68921 1.18087 -1.10068
H 0.29344 0.84429 -2.21674
H 0.60977 -1.49776 0.61984
H -5.61361 0.46975 -0.08832
H -4.30880 0.13756 0.86180
H -4.36554 1.48594 -0.06041
H 0.84310 2.74614 2.10157
H 0.68663 1.87731 0.82207
O 1.33399 2.38532 1.35817
H -1.13352 -0.13223 -0.34046
H -2.59800 -0.83166 -0.65018
O -1.66134 -0.97265 -0.42807



(B)
24
Properties=species:S:1:pos:R:3 method="wB97M-V/def2-TZVPD" gap_ha=0.42475 mol_weight_g_mol=126.2 charge=+1
C 1.96710 1.50269 0.15637
C 1.26006 0.26349 -0.33065
C 0.42892 0.41549 -1.59348
C -0.08761 -0.84937 -2.22719
O -1.12142 -1.34007 -1.35493
N 0.23455 -0.24831 0.72085
H 1.33529 2.22166 0.67232
H 2.25211 2.12508 -0.70280
H 2.87616 1.29174 0.70364
H 1.95546 -0.55715 -0.50038
H -0.33188 1.19961 -1.43685
H 1.03452 0.92386 -2.35859
H -0.52962 -0.67115 -3.21407
H 0.63457 -1.64765 -2.42710
H -1.40162 -2.20282 -1.67534
H -0.68591 -0.37225 0.25751
H 0.39997 -1.18093 1.09430
H 0.04570 0.47373 1.42675
H -0.05936 0.76839 3.74719
H 1.50354 0.84897 3.70000
O 0.71285 0.58187 3.21263
H -3.29569 -0.82020 0.93521
H -3.14082 0.04213 -0.32216
O -2.68282 -0.20737 0.48810



Result of the stability comparison: (A) is the least stable of them.